C46H113N7O | ωB97M-V/def2-TZVPD

Summary:
- charge = 0
- structure (SMILES) = CCN(CC)CC.CCN(CC)CC.CCN(CC)CC.CCN(CC)CC.CCN(CC)CC.CCN(CC)CC.CCN(CC)CC.C1CCOC1
- multiplicity = 1

Atoms and positions in Å:
C  -7.9223  22.8450  30.8179
C  -6.8707  22.3132  29.8562
N  -5.8501  21.5143  30.5174
C  -5.1032  22.2557  31.5277
C  -4.1620  23.3586  31.0100
C  -4.9272  20.9115  29.5575
C  -5.6080  19.8395  28.7040
H  -8.8167  23.1072  30.2495
H  -7.5441  23.7268  31.3401
H  -8.2148  22.1288  31.5851
H  -7.3936  21.6550  29.1538
H  -6.4474  23.0785  29.1840
H  -5.7735  22.7276  32.2527
H  -4.5811  21.5441  32.1756
H  -3.2714  22.9522  30.5365
H  -4.7220  23.9781  30.3026
H  -3.8939  24.0393  31.8192
H  -4.1572  20.3764  30.1196
H  -4.4419  21.6720  28.9317
H  -6.1981  19.1794  29.3383
H  -4.8625  19.2235  28.1956
H  -6.2258  20.2747  27.9165
C  -5.4148  28.1531  32.5133
C  -6.2833  28.7652  31.4227
N  -6.9667  27.7534  30.6213
C  -6.0431  26.9740  29.8032
C  -6.7458  25.9819  28.8790
C  -8.0997  28.3024  29.8847
C  -7.8007  29.4376  28.9054
H  -4.6956  27.4432  32.1004
H  -5.9958  27.6180  33.2625
H  -4.8137  28.9318  32.9863
H  -7.0601  29.3646  31.9038
H  -5.6748  29.4280  30.7904
H  -5.4196  27.6321  29.1719
H  -5.3623  26.4142  30.4438
H  -7.6311  25.4977  29.2896
H  -7.0387  26.4631  27.9419
H  -6.0078  25.2203  28.6268
H  -8.8020  28.6361  30.6567
H  -8.6543  27.5032  29.3885
H  -8.7100  29.8167  28.4375
H  -7.1225  29.1691  28.0946
H  -7.3676  30.2520  29.4902
C  -11.1365  25.3526  28.6667
C  -11.9467  24.1818  29.2110
N  -12.7642  23.5546  28.2011
C  -13.2748  22.2527  28.6238
C  -12.1976  21.1647  28.5741
C  -13.7969  24.3965  27.6014
C  -14.8406  24.9438  28.5837
H  -10.6357  25.0855  27.7373
H  -10.4230  25.6277  29.4487
H  -11.6786  26.2776  28.4509
H  -11.2251  23.4663  29.6059
H  -12.5458  24.5081  30.0784
H  -13.6494  22.3067  29.6571
H  -14.0654  21.9124  27.9571
H  -11.2934  21.3986  29.1317
H  -12.6145  20.2363  28.9836
H  -11.9506  20.8761  27.5500
H  -14.3366  23.7820  26.8798
H  -13.3230  25.2091  27.0478
H  -15.4624  24.1534  29.0093
H  -15.5084  25.6102  28.0330
H  -14.4016  25.4711  29.4304
C  -10.0789  26.5546  24.6319
C  -10.5024  26.1152  23.2435
N  -11.8822  26.4861  22.9200
C  -12.8669  25.8900  23.8151
C  -12.9583  24.3659  23.7570
C  -12.1479  26.2116  21.5175
C  -13.4785  26.7584  21.0279
H  -10.2312  27.6292  24.7691
H  -9.0191  26.3440  24.7890
H  -10.6172  26.0861  25.4586
H  -9.8773  26.6147  22.5038
H  -10.3292  25.0344  23.1581
H  -13.8322  26.3716  23.6462
H  -12.6470  26.2027  24.8385
H  -13.4256  23.9614  22.8577
H  -13.5547  23.9433  24.5723
H  -11.9751  23.9091  23.8785
H  -11.3722  26.6494  20.8858
H  -12.1397  25.1279  21.3165
H  -13.6285  27.8219  21.2135
H  -13.5632  26.5428  19.9605
H  -14.3297  26.2542  21.4955
C  -2.9158  22.4757  26.4485
C  -2.4925  23.7442  25.7024
N  -2.8592  25.0069  26.3391
C  -4.2989  25.2239  26.4321
C  -4.9676  25.3721  25.0666
C  -2.2583  25.1586  27.6689
C  -2.1344  26.6252  28.0615
H  -2.4606  21.5856  26.0049
H  -3.9929  22.3401  26.5117
H  -2.4831  22.4755  27.4549
H  -1.4128  23.8022  25.5547
H  -2.9337  23.6988  24.7047
H  -4.7798  24.3679  26.9374
H  -4.5349  26.1102  27.0153
H  -4.5019  26.2124  24.5441
H  -4.8617  24.5116  24.4066
H  -6.0284  25.5942  25.1965
H  -1.2391  24.7693  27.5765
H  -2.7633  24.5856  28.4577
H  -1.7372  27.2029  27.2253
H  -1.4410  26.7496  28.8951
H  -3.0832  27.0892  28.3362
C  -6.1508  18.8547  20.9468
C  -6.7032  20.2941  21.0536
N  -5.8078  21.3559  20.5875
C  -5.6403  21.3045  19.1396
C  -4.8673  22.5161  18.6099
C  -4.5605  21.3634  21.3310
C  -4.7710  21.6033  22.8252
H  -5.5289  18.4732  21.7629
H  -5.6368  18.5976  20.0218
H  -7.0114  18.1781  21.0022
H  -7.5422  20.2911  20.3548
H  -7.0406  20.4887  22.0681
H  -5.1379  20.3832  18.8162
H  -6.6418  21.3748  18.7122
H  -3.8326  22.5051  18.9517
H  -4.8947  22.5852  17.5256
H  -5.3235  23.4069  19.0490
H  -3.9253  22.1754  20.9741
H  -3.9768  20.4392  21.1766
H  -5.2018  20.7246  23.3170
H  -5.5407  22.3647  22.9644
H  -3.8117  21.8232  23.2880
C  -9.8378  15.9234  23.1047
C  -8.4863  16.6537  23.0322
N  -7.5878  16.4343  24.1630
C  -8.0694  16.9841  25.4187
C  -8.2023  18.4924  25.3815
C  -7.2475  15.0187  24.3536
C  -6.6774  14.3436  23.1291
H  -9.6998  14.8429  23.1205
H  -10.4187  16.1690  22.2139
H  -10.4202  16.2133  23.9790
H  -7.9770  16.3230  22.1261
H  -8.6403  17.7248  22.8963
H  -9.0345  16.5724  25.7580
H  -7.3354  16.7252  26.1848
H  -8.3764  18.8678  26.3958
H  -7.2983  19.0084  25.0447
H  -9.0301  18.8718  24.7788
H  -8.1393  14.4846  24.7153
H  -6.5036  14.9625  25.1503
H  -7.3445  14.2683  22.2689
H  -6.3810  13.3138  23.3433
H  -5.7677  14.8478  22.7925
C  -8.8914  22.9684  26.9475
C  -7.7459  22.2322  26.2736
C  -7.8522  22.6666  24.8052
O  -9.2281  22.9923  24.5901
C  -9.9370  22.9488  25.8261
H  -8.6457  24.0024  27.2025
H  -9.2438  22.4731  27.8517
H  -7.8429  21.1444  26.2942
H  -6.7615  22.4623  26.6885
H  -7.5234  21.8764  24.1328
H  -7.2785  23.5898  24.6761
H  -10.4936  22.0074  25.8976
H  -10.6198  23.7959  25.8557

Results of the Löwdin charge analysis, in e, for atoms 1 through 2: number 1, C, carries -0.071; number 2, C, carries -0.268

C46H116N8O15 | ωB97M-V/def2-TZVPD

Summary:
- charge = 0
- structure (SMILES) = COC[C@H](C)N.COCCNCCOC.COCCNCCOC.COCCNCCOC.COCCNCCOC.COCCNCCOC.COCCNCCOC.COCCNCCOC
- multiplicity = 1

Atoms and positions in Å:
C  -1.4526  -0.4658  -2.9148
O  -0.2125  -0.3683  -2.1745
C  0.5300  0.7881  -2.5066
C  1.8619  0.7337  -1.6520
C  2.7496  2.0173  -1.7408
N  2.6366  -0.4542  -1.9543
H  -2.3091  0.1033  -2.5534
H  -1.8105  -1.4727  -2.7001
H  -1.3957  -0.3819  -4.0001
H  0.8763  0.7401  -3.5391
H  -0.1397  1.6308  -2.3350
H  1.5388  0.5739  -0.6234
H  2.8393  2.3158  -2.7853
H  3.8058  1.9164  -1.4912
H  2.2675  2.8478  -1.2250
H  1.9152  -1.1267  -2.1722
H  2.9184  -0.3352  -2.9169
C  8.2293  -4.5418  2.8413
O  7.7050  -4.2191  1.5528
C  8.6753  -3.5453  0.7058
C  8.9951  -2.0456  1.1223
N  9.3046  -1.2302  -0.0333
C  10.5017  -1.4684  -0.8169
C  10.3452  -0.8622  -2.2450
O  9.0953  -1.0489  -2.9009
C  8.9693  -0.4738  -4.1177
H  8.1318  -3.7518  3.5860
H  9.2547  -4.9082  2.8893
H  7.6959  -5.4124  3.2229
H  8.3300  -3.6949  -0.3172
H  9.5599  -4.1802  0.7566
H  9.6725  -1.9731  1.9732
H  7.9927  -1.9102  1.5284
H  8.5390  -1.2156  -0.6919
H  10.6949  -2.5411  -0.8102
H  11.4097  -1.0224  -0.4109
H  11.1860  -1.1868  -2.8581
H  10.5544  0.2066  -2.2902
H  9.5058  -0.9518  -4.9374
H  9.3074  0.5621  -4.0921
H  7.9416  -0.4905  -4.4803
C  1.0523  -7.4893  -2.9617
O  1.4589  -8.6456  -3.7763
C  2.8342  -9.1299  -3.5433
C  2.9340  -10.1626  -4.6312
N  4.1972  -10.8084  -4.8352
C  5.2522  -9.7872  -5.0499
C  5.0861  -8.7942  -6.2181
O  5.0852  -9.4560  -7.5367
C  5.2138  -8.4910  -8.6025
H  1.0172  -7.8041  -1.9188
H  0.0043  -7.4943  -3.2613
H  1.6979  -6.6489  -3.2169
H  2.6908  -9.7251  -2.6415
H  3.7201  -8.5123  -3.3958
H  2.5376  -9.8842  -5.6076
H  2.2387  -10.9098  -4.2487
H  3.9880  -11.3510  -5.6610
H  6.2387  -10.2502  -5.0722
H  5.3214  -9.3326  -4.0616
H  5.8651  -8.0466  -6.0682
H  4.0714  -8.3984  -6.1757
H  5.7349  -8.9392  -9.4484
H  5.7974  -7.6603  -8.2057
H  4.3047  -8.1900  -9.1231
C  -2.9014  6.8147  -8.4030
O  -3.0797  7.8143  -9.3804
C  -4.0899  7.6814  -10.3614
C  -4.1196  8.9733  -11.2133
N  -2.9885  9.2723  -12.1317
C  -2.9106  10.7211  -12.5278
C  -1.5914  11.0937  -13.2169
O  -0.4793  10.9474  -12.3136
C  0.7670  11.4830  -12.8128
H  -2.7417  5.8484  -8.8814
H  -3.9055  6.8284  -7.9790
H  -2.1881  6.9644  -7.5925
H  -5.0713  7.4209  -9.9650
H  -3.8849  6.8443  -11.0287
H  -4.3035  9.8377  -10.5752
H  -5.0455  9.0082  -11.7874
H  -2.1446  9.0385  -11.6285
H  -3.0779  11.3507  -11.6539
H  -3.7159  10.9356  -13.2303
H  -1.6948  12.1563  -13.4367
H  -1.5993  10.6216  -14.1994
H  0.9525  11.1154  -13.8221
H  1.6579  11.1862  -12.2593
H  0.7527  12.5699  -12.8935
C  6.8762  10.6390  8.4371
O  7.1634  10.6598  9.7915
C  6.8885  9.4795  10.4199
C  7.7185  8.2630  10.0794
N  6.9196  7.2897  9.2769
C  7.5311  6.0294  8.9556
C  6.4894  5.3714  8.0062
O  6.1659  6.1989  6.8835
C  6.9972  6.1155  5.7539
H  7.4737  11.4295  7.9830
H  5.8188  10.8214  8.2457
H  7.1065  9.7361  7.8717
H  5.8677  9.1438  10.2376
H  7.0266  9.5800  11.4965
H  8.1877  7.8007  10.9479
H  8.5577  8.5797  9.4601
H  6.1899  7.6698  8.6911
H  7.5042  5.3976  9.8435
H  8.5503  6.1293  8.5825
H  5.5154  5.2266  8.4735
H  6.8657  4.4091  7.6592
H  6.7789  6.8733  5.0015
H  6.8428  5.1507  5.2707
H  8.0414  6.2886  6.0144
C  0.0533  1.9252  7.2009
O  -0.8185  1.5604  6.1451
C  -0.1918  1.0899  4.9777
C  -0.9161  -0.0747  4.2503
N  -0.7269  -1.3429  4.8800
C  0.6150  -1.8840  4.7586
C  0.7772  -3.2156  5.5567
O  0.6789  -2.8626  6.9693
C  1.7142  -1.9533  7.4155
H  -0.5139  2.4274  7.9847
H  0.9004  2.5391  6.8948
H  0.4981  1.1830  7.8638
H  0.8058  0.7300  5.2292
H  -0.0049  1.9292  4.3078
H  -0.6899  -0.0958  3.1842
H  -1.9726  0.1876  4.3047
H  -0.8556  -1.2413  5.8766
H  1.3940  -1.2177  5.1292
H  0.8460  -1.8854  3.6934
H  1.6892  -3.8103  5.5064
H  -0.0425  -3.8929  5.3170
H  1.7474  -2.0960  8.4956
H  1.4734  -0.9036  7.2473
H  2.6663  -2.1928  6.9419
C  -9.5134  0.6591  -1.9835
O  -8.8507  1.5906  -1.2516
C  -9.6073  2.1178  -0.1268
C  -8.7181  3.0166  0.6533
N  -9.3234  3.7206  1.7585
C  -8.4540  4.6011  2.5204
C  -9.2033  5.2299  3.7378
O  -9.9057  4.1849  4.2923
C  -11.3464  4.4487  4.4924
H  -10.2800  1.2272  -2.5105
H  -9.9673  -0.0131  -1.2553
H  -8.8766  0.0604  -2.6347
H  -9.9514  1.3549  0.5716
H  -10.5282  2.6590  -0.3443
H  -8.5132  3.8782  0.0180
H  -7.7965  2.4843  0.8887
H  -9.7649  3.0114  2.3261
H  -8.0543  5.4493  1.9647
H  -7.6120  4.0436  2.9307
H  -9.6326  6.2308  3.6940
H  -8.4609  5.4165  4.5137
H  -11.8927  3.5105  4.5889
H  -11.7508  4.9229  3.5981
H  -11.5214  5.1255  5.3287
C  -7.5203  -5.5770  1.5178
O  -7.8883  -6.6200  2.4789
C  -7.0307  -7.7552  2.3661
C  -7.5178  -8.7763  3.2459
N  -8.7890  -9.3332  3.0398
C  -8.8837  -10.7369  3.3478
C  -10.3519  -11.1818  2.9627
O  -11.2457  -10.4923  3.9129
C  -12.6229  -10.4248  3.5570
H  -8.0636  -4.6355  1.5986
H  -7.6986  -5.9218  0.4993
H  -6.5059  -5.2068  1.6662
H  -5.9766  -7.5506  2.5538
H  -7.0608  -8.1076  1.3351
H  -7.2835  -8.6603  4.3041
H  -6.8074  -9.5590  2.9799
H  -9.4798  -8.8349  3.5825
H  -8.6643  -10.9287  4.3981
H  -8.2902  -11.3708  2.6890
H  -10.3793  -12.2713  2.9791
H  -10.6770  -10.8569  1.9743
H  -13.2570  -10.2374  4.4235
H  -12.9926  -11.2993  3.0215
H  -12.8473  -9.5508  2.9457

Results of the Löwdin charge analysis, in e, for atoms 1 through 2: number 1, C, carries -0.096; number 2, O, carries -0.203

Kohn-Sham gap values (in Ha) by entry order: 0.3243; 0.3246.
Energy above the lowest of the compared OMol25 structures with the same formula, charge and spin values (in kcal per mole) by entry order: 0.0; 150.7.